Entry 1:
Density functional theory data (ωB97M-V/def2-TZVPD) for 2 unconnected molecules or ions with the total composition C4H6NO at a distorted geometry.

Values from the calculation:
- Relative energy (zero: lowest compared OMol25 entry of this formula, charge and spin): 65.99 kcal/mol
- E_tot: -285.82056 Ha
- Largest force on an atom: 3.7 eV/Å
- Gap between HOMO and LUMO: 7.69 eV
- Net charge: -1
- Molecular weight: 84.10 g mol⁻¹
- HOMO energy: -3.49 eV

Positions of all 12 atoms, in Å:
H1 -0.0771 -0.8261 0.7180
H2 -1.4268 -1.7745 0.0857
C1 2.9029 0.1504 0.4991
H3 -1.6611 -0.7892 1.5954
H4 3.7693 -0.1971 1.1472
O1 -2.1688 1.3120 0.2658
C2 -0.5065 0.6432 -1.2509
C3 1.8497 0.4236 -0.0481
H5 -0.4871 1.5703 -1.8016
C4 -1.1212 -0.8822 0.5611
H6 0.2233 -0.0640 -1.5418
N1 -1.2965 0.4337 -0.2299

Mulliken atomic charge list, values in e, 4 entries: 0.2251 0.2447 -0.2290 0.2338

---

Entry 2:
Density functional theory data (ωB97M-V/def2-TZVPD) for 24 unconnected molecules or ions with the total composition C96H120N24 at a distorted geometry.

Values from the calculation:
- Relative energy (zero: lowest compared OMol25 entry of this formula, charge and spin): 41.03 kcal/mol
- E_tot: -5044.00780 Ha
- Largest force on an atom: 4.3 eV/Å
- Gap between HOMO and LUMO: 8.47 eV
- Net charge: 0
- Molecular weight: 1610.18 g mol⁻¹
- HOMO energy: -7.96 eV

Positions of all 240 atoms, in Å:
H1 -0.8532 -1.7569 -8.5557
H2 -3.8880 2.5223 -2.5124
H3 1.7534 -0.5444 -2.9218
H4 4.8717 -0.2593 4.7893
C1 -5.5013 -4.8960 -1.9366
C2 2.8205 -2.9449 3.8193
H5 -7.0376 -6.7705 -4.1906
C3 -3.3973 -0.7640 -5.2398
H6 3.0350 2.4897 4.2521
N1 2.9021 -3.4184 -1.0117
C4 5.4415 -2.4494 7.0189
C5 3.5404 -2.4118 -0.3609
C6 3.1173 5.3548 1.3481
H7 -4.9101 -0.0899 4.3348
C7 4.2502 1.3865 -2.2221
N2 8.3068 -2.1566 -3.4863
H8 0.9286 5.9825 -1.0038
H9 4.1994 -1.7128 -4.6480
H10 5.8683 0.8327 1.3011
H11 5.5020 -5.5396 -3.9697
N3 -2.4559 3.1654 0.8395
C8 0.6540 8.9285 4.2773
H12 2.2150 3.6722 2.2251
H13 2.9216 -2.6350 5.8626
C9 2.1722 -1.1619 -7.3807
H14 2.9415 -3.0778 -7.4961
C10 -6.1865 -1.3129 -2.0828
H15 0.5159 0.6097 4.2749
C11 0.0165 -0.9279 -0.0029
H16 1.5261 8.0741 2.4210
H17 1.4491 1.8523 6.3394
H18 3.7548 -0.7106 1.5883
H19 8.3981 0.3688 -1.4726
H20 -2.2212 0.4141 7.9705
H21 -1.5651 -3.8006 -0.3194
C12 3.2185 6.2763 4.6935
H22 5.8223 -4.8208 -0.4838
H23 4.2963 -1.5440 8.7409
C13 -3.0654 4.5641 2.4528
C14 -6.6772 -6.2982 -3.2736
H24 -2.8523 -6.8975 -1.5699
H25 5.4848 -2.4000 0.6002
H26 -5.8071 5.7371 -1.0340
H27 -2.2247 2.8229 -0.0935
H28 3.0260 -0.6294 -6.9380
C15 -7.1846 -1.3935 -3.0424
C16 -2.3517 -3.3471 1.6289
C17 0.9750 -2.8489 -8.3179
H29 5.3205 -2.6784 -7.1737
N4 -5.6540 -0.5357 3.8218
H30 -2.9131 1.3687 1.6901
N5 1.6403 0.3327 -0.9351
N6 3.9450 3.5217 -1.5925
H31 -5.3166 -3.3445 -5.7649
C18 5.6016 -1.9780 5.7448
N7 -4.2879 -1.6950 -4.8104
C19 4.0029 0.1616 2.1749
H32 3.3591 -5.4048 -1.5514
H33 1.2259 9.8067 4.6251
H34 -3.2339 0.1400 -4.6571
C20 -0.1616 -5.0702 -1.6472
C21 2.7781 6.0615 0.1937
H35 -0.1358 4.7358 3.8835
C22 0.8715 2.3113 5.5811
H36 -4.9310 -4.1199 -1.4447
H37 3.2265 -1.4092 -0.2438
C23 1.1529 4.5554 0.5930
C24 -2.6233 -1.4457 5.4151
H38 -5.1775 -4.7742 -4.0356
C25 5.0774 1.0119 2.0304
C26 -2.9632 -2.2411 -0.2642
N8 -1.0440 -3.1257 -5.2664
H39 -6.5838 1.7330 -3.3010
C27 0.4558 1.7019 4.4339
H40 -3.6276 -2.0301 2.9086
C28 3.7502 -4.5188 -1.0973
C29 -5.7734 0.0473 -2.0826
C30 -7.0899 -0.7971 2.1709
C31 0.5052 3.6268 5.5185
H41 2.0849 -2.7348 1.8141
H42 -1.8401 -2.4558 -5.2225
H43 -8.1516 0.1304 -4.1862
C32 0.9256 -3.9252 -4.7039
H44 3.9626 5.2987 2.0736
H45 5.8931 -3.4041 7.3548
C33 -2.9782 2.3983 1.7826
H46 1.9107 -3.3537 -1.3107
H47 2.7390 1.6195 -3.9149
H48 -3.2387 5.3787 3.1300
H49 -2.5123 -2.3399 4.7933
H50 -2.6220 4.7976 -2.3570
H51 -0.1500 -1.6396 3.1511
H52 5.1773 2.3243 -0.4103
H53 -7.8373 -2.2255 -3.2447
N9 3.1308 0.7260 3.0840
N10 3.9056 7.1881 3.9308
H54 -2.0357 -4.9958 -5.7367
C34 -6.8482 2.8515 0.1356
C35 -1.1794 -6.4174 -0.1942
C36 -1.9444 -6.3506 -1.3361
H55 -7.8446 -2.7086 2.9427
C37 -3.6035 -1.5865 0.7796
C38 -7.1918 -1.8985 3.0618
H56 -5.8118 -2.3888 4.7452
C39 -7.6603 4.5558 -1.0978
H57 2.0183 -3.9533 -4.5269
C40 -7.0177 -6.5879 -1.9680
H58 3.9557 4.5164 5.8065
H59 -1.6702 -5.2019 -3.0952
C41 4.7649 -2.9133 0.0339
H60 0.6098 -1.6672 5.7356
C42 4.6637 -1.4739 7.7195
N11 -0.5769 8.6684 4.8452
C43 0.8502 0.1554 0.1528
C44 0.0071 -5.6436 -0.4199
N12 -2.1557 -3.2381 0.2577
C45 -6.1440 0.0897 2.6642
C46 4.9320 -4.1894 -0.4919
C47 -2.3977 0.7126 5.9452
C48 -3.0321 -1.0432 -6.5590
H61 4.5335 -3.4670 -3.1237
C49 4.1421 5.3424 5.1172
H62 -0.9262 9.1813 5.6036
C50 4.6100 2.3304 -1.2992
H63 3.9362 4.3198 -1.0390
N13 2.3475 -2.6273 5.0325
H64 0.7321 4.3953 6.2733
C51 -5.9374 3.8204 0.0946
H65 3.7637 -3.4135 3.6018
C52 1.9018 -2.6021 2.8572
C53 0.2004 -2.7910 -4.8240
H66 -2.5634 0.1576 3.8728
H67 3.7910 0.4142 6.9095
C54 -1.1529 -4.4752 -5.4058
H68 -4.9845 0.5025 -1.5004
C55 -2.8310 2.6058 -2.3940
H69 8.4694 -0.1678 -4.1636
C56 3.6415 1.9277 3.5324
C57 8.1372 -2.8317 -2.3097
N14 -7.8948 3.2803 -0.6178
C58 -4.5815 -2.5719 -5.8344
N15 -0.6514 2.1826 -2.2114
N16 2.2196 -2.4967 -7.8257
C59 -3.2714 -2.3616 1.9393
N17 4.9131 -3.5395 -4.0739
C60 -3.7913 -2.2026 -6.9220
C61 5.3990 5.7072 4.5001
H70 0.9936 0.7373 1.1003
H71 -2.0886 7.1721 4.6784
H72 0.5054 -4.5871 -2.3817
H73 3.5380 7.9743 3.4654
H74 -6.8336 1.9001 0.6804
H75 -2.9323 -2.0946 -1.3341
C62 0.7795 8.0782 3.2000
H76 6.3135 5.1291 4.5153
C63 5.5018 -4.6436 -4.5361
H77 0.3038 1.8641 -2.0650
H78 -7.7282 -7.2526 -1.5354
H79 5.9587 7.4310 3.2965
C64 1.1728 -1.9991 4.8782
H80 -8.3847 5.0163 -1.7063
H81 0.4296 -1.7427 -4.7457
C65 -5.7286 -5.2129 -3.2236
C66 5.1612 6.8224 3.7534
H82 0.3249 3.8751 0.4911
H83 2.1179 6.3378 4.8231
C67 3.1556 3.3792 -2.6943
H84 -5.8445 -2.0969 -1.5011
C68 0.7478 -2.0213 3.5502
H85 2.4281 1.0053 -1.0180
H86 -2.3001 1.7691 5.9019
C69 0.2908 -1.3175 -1.3696
H87 -2.1092 5.2719 0.4856
H88 -5.0054 3.8798 0.5914
C70 -2.4385 4.4973 1.1693
H89 6.1928 -5.1903 -6.5322
H90 -7.7014 -0.6711 1.2588
H91 -8.6877 2.7238 -0.6619
H92 -0.5304 6.5001 2.3909
C71 -0.3592 7.1688 3.2565
C72 5.7210 -4.4247 -5.8947
H93 3.3440 6.8878 -0.2000
C73 -3.3357 3.2268 2.8597
C74 4.7663 -2.5555 -5.0049
H94 2.4924 4.1727 -2.9952
H95 0.5642 0.3130 -7.5581
H96 0.8723 -3.8001 -8.7910
H97 -2.1956 -0.6078 -7.0764
H98 -0.7131 -1.3034 0.7002
C75 8.3159 -0.5899 -1.9049
C76 -1.8984 1.5475 -2.2767
C77 -2.1692 3.8481 -2.3407
H99 2.2174 0.4181 3.3531
H100 -2.2452 -2.1608 7.4546
C78 0.9203 -0.6959 -7.6436
H101 -6.2354 -5.7151 -0.1968
N18 -6.3292 -5.6576 -1.2143
C79 -2.5391 -0.1258 4.9055
C80 -0.1478 2.6519 3.6700
H102 0.3759 -6.0429 -5.1078
C81 8.2695 -1.8854 -1.2826
C82 4.8369 2.1246 2.9298
H103 -1.7879 -4.0274 2.2238
N19 -1.2982 -5.5135 -2.1884
C83 -6.3997 4.8778 -0.7006
C84 -0.8205 3.5243 -2.2502
C85 3.2639 2.0802 -3.0883
H104 -4.9220 -1.6281 -3.9884
N20 2.1255 4.4031 1.5251
H105 4.6104 0.3682 -2.2673
H106 -3.6811 -2.6286 -7.8969
N21 -2.2312 -0.0096 7.0555
H107 -3.7075 2.8658 3.7963
H108 -5.8881 1.0890 2.3895
C86 -1.1730 7.5737 4.3001
C87 4.4125 -0.4614 6.8255
H109 -2.0070 0.4616 -2.1805
C88 0.1003 -5.0031 -5.0555
C89 8.4277 -0.7928 -3.2729
C90 -2.4449 -1.3494 6.7311
H110 0.0191 4.2276 -2.2364
H111 8.2124 -2.1872 -0.2220
H112 -0.3233 -2.0183 -1.9498
C91 1.3200 -0.5814 -1.9021
C92 -6.2227 -1.7351 4.0424
H113 8.1522 -2.5173 -4.3332
H114 5.4912 3.0197 3.0864
N22 4.8877 -0.7983 5.6115
C93 1.4905 5.5633 -0.2131
C94 0.1940 -1.7710 -8.2553
C95 -6.5207 0.7000 -3.0101
H115 -1.4257 -7.0149 0.6950
H116 -0.6106 2.7880 2.7075
H117 0.7537 -5.4113 0.2958
C96 5.2554 -3.1052 -6.1735
H118 -4.3100 -0.8422 0.7278
H119 7.9440 -3.9424 -2.1610
H120 6.1476 -2.3696 4.8910
N23 -0.1340 3.8550 4.3485
N24 -7.4129 -0.1933 -3.5566

Mulliken atomic charge list, values in e, 4 entries: 0.4434 0.4325 -0.5658 0.1469

---

Entry 3:
Density functional theory data (ωB97M-V/def2-TZVPD) for a molecular structure, CdCl8HfO32 at a distorted geometry.

Values from the calculation:
- Relative energy (zero: lowest compared OMol25 entry of this formula, charge and spin): 89.86 kcal/mol
- E_tot: -6302.54717 Ha
- Largest force on an atom: 8.8 eV/Å
- Gap between HOMO and LUMO: 1.83 eV
- Net charge: -2
- Molecular weight: 1086.49 g mol⁻¹
- HOMO energy: -2.34 eV

Positions of all 42 atoms, in Å:
O1 0.9042 0.8274 -4.9000
O2 0.9602 -2.6126 -1.0810
O3 -1.2488 -3.6886 -1.3210
O4 0.8052 -4.9826 -0.5760
O5 -0.7278 1.2324 1.6840
Hf1 2.2372 -1.2816 0.0910
Cl1 2.6832 1.8174 -1.8760
O6 -3.4488 1.8474 2.3110
Cl2 1.4122 -1.3556 3.4430
O7 -0.8178 1.3624 -3.4110
O8 2.0982 0.4794 -1.4220
O9 0.4152 -0.3316 0.2660
O10 1.8262 -1.5166 1.9940
O11 4.2552 2.4284 1.7580
O12 -3.9458 3.9804 3.4810
O13 2.7422 0.5744 0.9850
O14 2.4702 1.9124 -3.3800
O15 3.7352 0.4804 3.0060
O16 0.5242 -4.1686 -2.9530
O17 -2.1298 -0.1426 0.3170
Cl3 3.1542 1.4344 2.1160
O18 -1.4398 -0.3836 -5.0150
Cd1 0.1232 2.0874 3.9570
O19 -4.6768 -1.2146 -2.0130
O20 4.0982 1.9154 -1.5690
O21 -3.7478 -1.0716 -4.3200
O22 1.9632 3.0154 -1.3260
O23 0.3432 -2.4126 3.8270
O24 0.2072 -0.7796 -3.1360
Cl4 -3.4988 -1.5776 -2.8510
O25 -4.3008 1.8254 4.6150
Cl5 -0.8208 0.5554 0.3710
Cl6 -3.4118 2.5654 3.6110
O26 -1.9718 2.6664 4.1380
O27 -2.2748 -0.9736 -2.3680
Cl7 0.2562 -3.8956 -1.4850
O28 0.8172 0.0414 3.5920
O29 -0.6388 1.6234 -0.7480
O30 2.6422 -1.5396 4.3910
O31 1.9702 2.1514 2.7430
O32 -3.2608 -3.0356 -2.7840
Cl8 -0.2808 0.1404 -4.1600

Mulliken atomic charge list, values in e, 4 entries: -0.6575 -0.8618 -0.4353 -0.6439